Record 1
Computed, not measured: a 6-piece molecular cluster, C15H42O6 overall in a non-equilibrium geometry, with the ωB97M-V functional and the def2-TZVPD basis.

Highest occupied orbital energy ... -10.0 eV
Multiplicity ... 1
Relative energy (zero: lowest compared OMol25 entry of this formula, charge and spin) ... 1.815 eV
DFT total energy ... -1048.08519 hartree

Each line ends with the Löwdin charge.
Element x y z (Å)
O -11.459 10.292 2.061  -0.076
H -11.490 10.998 1.388  0.008
H -12.174 10.508 2.668  0.018
C -14.433 10.378 0.451  -0.060
C -13.660 11.304 -0.480  -0.458
C -14.709 12.242 -1.145  -0.062
O -12.750 12.118 0.241  -0.070
H -14.724 10.995 1.303  0.087
H -13.785 9.569 0.794  0.068
H -15.308 9.915 -0.001  0.082
H -13.216 10.731 -1.296  0.134
H -15.273 11.731 -1.924  0.080
H -14.289 13.174 -1.535  0.076
H -15.429 12.588 -0.395  0.081
H -13.060 13.024 0.251  0.084
C -11.521 7.884 4.009  -0.062
C -11.958 6.442 4.241  -0.480
C -10.819 5.482 4.424  -0.073
O -12.693 6.412 5.489  -0.075
H -11.185 8.349 4.933  0.086
H -12.393 8.430 3.632  0.063
H -10.781 8.051 3.226  0.072
H -12.622 6.004 3.486  0.134
H -10.202 5.721 5.292  0.086
H -10.096 5.540 3.600  0.079
H -11.168 4.450 4.406  0.078
H -13.387 7.079 5.428  0.078
C -13.733 10.842 7.935  -0.055
C -14.143 11.653 6.699  -0.500
C -13.020 11.709 5.656  -0.050
O -15.247 11.057 6.034  -0.062
H -13.419 9.830 7.653  0.077
H -14.617 10.664 8.549  0.076
H -12.847 11.272 8.399  0.081
H -14.463 12.666 6.985  0.132
H -13.216 12.186 4.702  0.075
H -12.784 10.644 5.542  0.067
H -12.087 12.103 6.065  0.083
H -16.027 11.109 6.596  0.086
C -9.101 14.653 -0.240  -0.067
C -9.049 13.343 0.500  -0.451
C -7.906 13.168 1.465  -0.052
O -10.264 13.191 1.327  -0.085
H -8.277 14.616 -0.967  0.086
H -8.836 15.517 0.378  0.086
H -10.002 14.934 -0.785  0.077
H -9.146 12.511 -0.210  0.129
H -7.656 12.127 1.654  0.078
H -8.089 13.645 2.429  0.085
H -7.014 13.700 1.113  0.080
H -10.944 13.650 0.829  0.045
C -9.316 9.078 -0.818  -0.063
C -9.183 7.798 -1.637  -0.467
C -10.355 7.630 -2.607  -0.071
O -8.012 7.998 -2.454  -0.066
H -10.185 8.928 -0.169  0.072
H -9.611 9.938 -1.425  0.077
H -8.440 9.365 -0.244  0.079
H -9.121 6.962 -0.941  0.132
H -10.446 8.356 -3.415  0.081
H -11.308 7.685 -2.068  0.075
H -10.319 6.649 -3.090  0.074
H -7.995 7.300 -3.117  0.079

=====

Record 2
Computed, not measured: C15H44BNO18 as an isolated structure in a non-equilibrium geometry, with the ωB97M-V functional and the def2-TZVPD basis.

Highest occupied orbital energy ... -9.7 eV
Multiplicity ... 1
Relative energy (zero: lowest compared OMol25 entry of this formula, charge and spin) ... 0.000 eV
DFT total energy ... -2031.79707 hartree

Each line ends with the Löwdin charge.
Element x y z (Å)
C -2.516 -2.179 0.328  -0.106
C -3.019 -1.837 1.749  -0.256
C -2.613 -0.461 2.354  -0.183
C -2.892 -0.127 3.791  -0.086
N -2.168 1.164 4.222  -0.170
C -2.360 1.322 5.733  -0.090
C -2.313 2.800 6.049  -0.138
C -2.763 3.420 4.774  -0.122
C -3.039 2.304 3.763  -0.070
C -0.732 1.449 3.872  -0.114
C 0.154 0.313 4.264  -0.225
C 1.628 0.656 4.866  -0.040
H -1.399 -2.257 0.147  0.091
H -2.912 -1.366 -0.227  0.038
H -3.208 -3.082 -0.148  0.140
H -2.895 -2.723 2.372  0.095
H -4.127 -1.857 1.681  0.111
H -3.023 0.196 1.575  0.114
H -1.579 -0.195 2.026  0.106
H -2.533 -0.937 4.297  0.101
H -3.950 -0.113 3.928  0.137
H -1.532 0.605 6.205  0.182
H -3.386 0.941 5.950  0.144
H -1.418 2.951 6.314  0.036
H -3.053 2.840 6.910  0.158
H -1.993 4.028 4.473  0.093
H -3.529 4.131 4.840  0.114
H -2.825 2.606 2.736  0.145
H -4.015 2.059 3.720  0.099
H -0.139 2.317 4.476  0.198
H -0.487 1.608 2.878  0.100
H 0.470 -0.516 3.577  0.131
H -0.429 -0.325 4.739  0.031
H 2.145 -0.377 4.854  0.104
H 1.657 0.912 5.957  0.080
H 2.156 1.270 4.254  0.021
O 1.124 -3.307 -4.647  0.148
C 1.237 -2.253 -4.086  -0.439
O 1.118 -2.045 -2.852  0.346
B 0.838 -0.642 -2.715  -0.783
O 0.839 -0.046 -4.117  0.235
C 1.254 -1.052 -4.825  -0.322
O 2.103 -0.641 -5.664  0.111
O 1.897 -0.027 -1.895  0.297
C 1.320 0.447 -0.867  -0.410
O 1.849 0.879 0.108  0.158
C -0.140 0.331 -0.990  -0.443
O -0.405 -0.469 -1.903  0.306
O -0.978 0.673 -0.202  0.111
O -0.705 -5.358 -4.153  -0.073
H -0.050 -4.687 -4.395  -0.014
H -1.297 -4.971 -3.483  0.035
O 3.884 0.627 -7.208  -0.031
H 3.221 0.262 -6.641  -0.039
H 4.350 0.053 -7.757  -0.003
O -1.550 1.889 -4.347  -0.078
H -1.018 1.638 -3.619  -0.034
H -0.842 1.595 -5.071  0.112
O 4.649 -1.945 -4.526  0.047
H 4.140 -1.693 -5.208  -0.036
H 4.730 -1.255 -3.940  -0.034
O 4.452 0.336 0.584  -0.002
H 3.567 0.500 0.462  -0.072
H 4.816 -0.477 0.343  0.015
O 4.904 0.343 -2.669  -0.086
H 4.128 0.345 -2.005  0.058
H 5.713 0.787 -2.317  0.069
O -2.866 2.662 -0.341  -0.119
H -2.214 1.918 -0.098  0.004
H -2.104 3.302 -0.388  0.053
O -0.448 -2.177 -7.180  -0.078
H -0.893 -2.968 -6.827  0.037
H -0.834 -2.096 -8.113  0.080
O 3.473 -4.602 -5.102  0.006
H 2.667 -4.290 -5.209  -0.096
H 3.934 -3.841 -4.747  0.002
O 1.268 3.718 1.719  -0.047
H 1.902 3.958 2.405  0.040
H 1.573 3.007 1.170  -0.003

=====

Record 3
Computed, not measured: C15H44NaO19P4S as an isolated structure in a non-equilibrium geometry, with the ωB97M-V functional and the def2-TZVPD basis.

Highest occupied orbital energy ... -12.7 eV
Multiplicity ... 1
Net charge ... +1
Relative energy (zero: lowest compared OMol25 entry of this formula, charge and spin) ... 0.000 eV
DFT total energy ... -3953.66924 hartree

Each line ends with the Löwdin charge.
Element x y z (Å)
Na 0.833 -0.740 -0.874  0.445
O 3.703 2.614 2.114  -0.289
S 4.506 1.443 1.900  0.606
O 5.887 1.453 2.294  -0.262
O 3.770 0.176 2.567  -0.254
C 3.056 0.417 3.796  -0.259
C 4.001 0.618 4.959  -0.057
C 4.339 0.951 0.206  -0.111
H 2.401 -0.443 3.912  0.092
H 2.401 1.284 3.679  0.105
H 4.605 -0.274 5.130  0.088
H 3.530 0.898 5.901  0.084
H 4.692 1.432 4.726  0.074
H 4.430 1.806 -0.461  0.080
H 3.367 0.482 0.097  0.035
H 5.136 0.272 -0.098  0.079
C -1.506 -0.325 3.852  -0.072
O -0.229 -0.908 3.610  -0.205
P 0.055 -2.001 2.503  0.409
O -0.132 -1.518 1.126  -0.221
O 1.547 -2.443 2.853  -0.207
C 1.936 -3.799 2.636  -0.078
O -0.864 -3.248 2.876  -0.204
C -1.010 -3.612 4.243  -0.084
H -1.743 -0.441 4.910  0.099
H -2.291 -0.822 3.282  0.094
H -1.478 0.743 3.648  0.078
H 1.228 -4.388 2.055  0.093
H 2.074 -4.332 3.579  0.096
H 2.911 -3.799 2.153  0.097
H -1.782 -3.022 4.744  0.089
H -0.083 -3.582 4.814  0.097
H -1.419 -4.622 4.291  0.101
C 1.401 -0.882 -7.034  -0.064
O 1.517 -0.413 -5.671  -0.187
P 0.329 -0.679 -4.665  0.397
O 0.618 -0.284 -3.281  -0.221
O -0.072 -2.212 -4.901  -0.196
C -0.571 -3.025 -3.844  -0.090
O -0.878 0.123 -5.313  -0.202
C -2.173 0.131 -4.744  -0.086
H 0.358 -1.054 -7.290  0.085
H 1.968 -1.806 -7.137  0.094
H 1.843 -0.138 -7.690  0.095
H -1.654 -3.150 -3.894  0.087
H -0.326 -2.671 -2.843  0.065
H -0.109 -4.006 -3.973  0.096
H -2.899 -0.194 -5.492  0.099
H -2.443 1.131 -4.406  0.087
H -2.312 -0.539 -3.890  0.071
C -3.934 -3.261 -0.992  -0.078
O -3.838 -2.161 -0.099  -0.205
P -3.079 -0.833 -0.548  0.382
O -1.856 -1.041 -1.345  -0.227
O -2.938 -0.067 0.815  -0.209
C -2.300 1.211 0.906  -0.070
O -4.147 -0.014 -1.406  -0.214
C -5.482 0.170 -0.911  -0.075
H -4.970 -3.379 -1.312  0.097
H -3.610 -4.184 -0.513  0.095
H -3.303 -3.126 -1.874  0.073
H -2.810 1.824 1.645  0.105
H -2.360 1.713 -0.060  0.081
H -1.266 1.062 1.211  0.069
H -5.665 1.211 -0.660  0.093
H -5.666 -0.451 -0.032  0.087
H -6.179 -0.180 -1.670  0.094
C -0.779 2.564 -2.355  -0.095
O 0.284 3.317 -1.795  -0.171
P 0.977 2.905 -0.431  0.417
O 1.290 1.474 -0.289  -0.229
O 2.212 3.891 -0.407  -0.200
C 2.044 5.306 -0.290  -0.066
O -0.038 3.480 0.683  -0.226
C 0.422 3.458 2.047  -0.067
H -1.725 3.114 -2.389  0.101
H -0.932 1.611 -1.849  0.061
H -0.586 2.362 -3.410  0.085
H 2.420 5.701 0.656  0.098
H 0.995 5.581 -0.383  0.091
H 2.654 5.763 -1.067  0.099
H 1.448 3.079 2.105  0.059
H -0.221 2.818 2.647  0.077
H 0.469 4.479 2.421  0.101